(1)
The following is a DFT calculation (ωB97M-V with the def2-TZVPD basis set) of 2 unconnected molecules or ions with the total composition C22H15ClF2N2O3S in a non-equilibrium geometry.

Each line ends with the natural charge from an NBO analysis.
Atoms and positions in Å:
Cl  3.1884  -0.0386  2.9094  0.033
C  2.1323  -1.3348  2.4719  -0.054
C  2.4860  -2.6772  2.6796  -0.215
C  1.5392  -3.6561  2.3228  -0.218
C  0.3677  -3.3050  1.6650  0.025
N  0.0588  -1.9798  1.4310  -0.222
C  -1.1348  -1.5790  0.8342  -0.349
C  -1.9743  -0.7687  1.6663  0.469
C  -3.4458  -1.1059  1.8566  -0.113
C  -4.3450  -0.0675  2.1360  -0.174
C  -5.6843  -0.3282  2.4152  -0.218
C  -6.1441  -1.6519  2.4919  -0.208
C  -5.2229  -2.6997  2.3761  -0.212
C  -3.8829  -2.4314  2.0502  -0.199
O  -1.5164  0.1945  2.3258  -0.649
C  0.9419  -0.9953  1.8513  0.015
H  3.4750  -2.9178  3.0446  0.239
H  1.7183  -4.6993  2.5706  0.238
H  -0.4108  -4.0165  1.4073  0.232
H  -1.5242  -2.0375  -0.0722  0.222
H  -3.9706  0.9571  2.1401  0.233
H  -6.3685  0.5139  2.5612  0.215
H  -7.2128  -1.8573  2.6086  0.214
H  -5.5565  -3.7339  2.5105  0.211
H  -3.1921  -3.2694  1.9870  0.209
H  0.6212  0.0200  1.7024  0.280
F  -0.3725  1.6599  -6.9836  -0.339
C  0.5555  1.3687  -5.9880  0.428
F  1.6822  2.1289  -6.1777  -0.322
S  -0.3872  1.6023  -4.4151  0.433
N  0.8962  1.9198  -3.3381  -0.643
C  1.6699  3.0934  -3.4089  0.680
O  1.5678  4.0028  -4.2154  -0.519
C  2.6059  2.9804  -2.2707  -0.153
C  2.2886  1.8708  -1.4986  -0.073
C  3.0484  1.5838  -0.3674  -0.185
C  4.1129  2.4630  -0.0462  -0.192
C  4.4259  3.5694  -0.8692  -0.189
C  3.6659  3.8331  -2.0178  -0.155
C  1.1661  1.1442  -2.1739  0.670
O  0.5947  0.1183  -1.8563  -0.521
H  0.8513  0.3035  -6.0559  0.149
H  2.8270  0.6880  0.2250  0.234
H  4.7204  2.2759  0.8466  0.226
H  5.2691  4.2185  -0.6151  0.225
H  3.8688  4.6408  -2.7173  0.242

Calculated values
LUMO energy: -0.65 eV
2S+1: 1
Calculated total energy: -60970.5528 eV
Net charge: 0
Frontier orbital gap: 6.602 eV
ΔE to the lowest compared entry with this formula, charge and spin: 0.000 eV
E_HOMO: -7.248 eV



(2)
The following is a DFT calculation (ωB97M-V with the def2-TZVPD basis set) of a molecular structure, C6H8N2O in a non-equilibrium geometry.

Each line ends with the natural charge from an NBO analysis.
Atoms and positions in Å:
C  3.0030  -0.1324  0.3720  -0.669
C  1.5646  -0.1302  -0.0635  0.391
C  -0.4409  -0.6568  -0.3177  0.038
C  -1.7060  -1.1583  0.0327  0.099
C  -1.7535  0.9768  0.3141  -0.055
C  -0.3546  0.7518  -0.4069  -0.139
H  2.9643  0.8662  1.1543  0.245
H  3.7960  -0.0941  -0.7666  0.227
H  3.3351  -1.1999  0.8645  0.262
H  -1.9413  -2.1268  0.3750  0.208
H  -2.2316  1.8740  -0.2195  0.196
H  -1.6399  0.9797  1.4434  0.188
H  -0.4857  1.0766  -1.4895  0.171
H  1.4881  1.8158  -0.4746  0.392
N  0.9106  -1.1531  -0.2276  -0.446
N  0.9715  1.1483  -0.0275  -0.617
O  -2.5420  -0.1329  0.1643  -0.490

Calculated values
LUMO energy: 0.79 eV
2S+1: 1
Calculated total energy: -11374.7546 eV
Net charge: 0
Frontier orbital gap: 8.322 eV
ΔE to the lowest compared entry with this formula, charge and spin: 4.592 eV
E_HOMO: -7.531 eV



(3)
The following is a DFT calculation (ωB97M-V with the def2-TZVPD basis set) of a gas-phase ion, C5H12NO (charge -1) in a non-equilibrium geometry.

Each line ends with the natural charge from an NBO analysis.
Atoms and positions in Å:
C  1.1200  -0.7553  1.0968  -0.413
N  0.1327  0.2914  0.9231  -0.461
C  -1.0749  0.0149  1.6905  -0.416
C  -1.1327  -0.2762  -1.1837  -0.718
C  -0.1490  0.6699  -0.4953  -0.078
C  1.1729  0.8324  -1.4602  -0.017
O  0.9216  0.5621  -2.7540  -0.958
H  0.9168  -1.7155  0.6017  0.160
H  1.1993  -1.0316  2.1594  0.166
H  2.1240  -0.3904  0.9035  0.204
H  -1.4085  -1.0460  1.7634  0.150
H  -0.8311  0.3316  2.7093  0.179
H  -1.9167  0.4703  1.1749  0.206
H  -0.6764  -0.4133  -2.1932  0.292
H  -1.1326  -1.2515  -0.7000  0.180
H  -2.0857  0.1842  -1.4475  0.190
H  -0.6665  1.6313  -0.3816  0.157
H  1.6280  1.8362  -1.3837  0.102
H  1.8588  0.0554  -1.0234  0.075

Calculated values
LUMO energy: 3.90 eV
2S+1: 1
SMILES string: C[C@H](C[O-])N(C)C
Calculated total energy: -8915.4882 eV
Net charge: -1
Frontier orbital gap: 6.130 eV
ΔE to the lowest compared entry with this formula, charge and spin: 1.575 eV
E_HOMO: -2.225 eV



(4)
The following is a DFT calculation (ωB97M-V with the def2-TZVPD basis set) of a molecular structure, C29H38N6PRuS2.

Each line ends with the Löwdin charge.
Atoms and positions in Å:
Ru  -0.3522  0.2322  0.3482  0.634
C  0.1476  5.2955  1.5684  -0.021
C  0.8887  4.4152  2.5398  -0.260
C  1.3406  4.9665  3.7380  0.002
C  2.0375  4.2190  4.6722  -0.011
C  2.3299  2.8827  4.4280  -0.040
C  1.8938  2.3096  3.2506  -0.092
C  1.1624  3.0542  2.3171  -0.315
P  0.6669  2.2754  0.7874  1.072
C  -1.0534  2.5506  0.3730  -0.427
C  -1.3410  2.8729  -0.9829  -0.074
C  -2.5880  3.3073  -1.3532  -0.033
C  -3.5688  3.4437  -0.3717  0.018
C  -3.3062  3.1491  0.9642  -0.028
C  -2.0690  2.6927  1.3759  -0.326
C  -1.8707  2.3735  2.8310  -0.025
C  1.7911  2.6167  -0.5230  -0.323
C  2.6652  3.7086  -0.5695  -0.039
C  3.4942  3.8388  -1.6642  -0.027
C  3.4570  2.8841  -2.6823  -0.009
C  2.6098  1.7890  -2.6097  -0.006
C  1.7685  1.6396  -1.5106  -0.307
C  0.8836  0.4330  -1.3534  -0.246
H  0.4672  6.3291  1.6874  0.104
H  -0.9298  5.2706  1.7499  0.096
H  0.3185  5.0243  0.5256  0.070
H  1.1479  6.0140  3.9335  0.135
H  2.3740  4.6870  5.5877  0.131
H  2.9034  2.3084  5.1422  0.123
H  2.1620  1.2790  3.0500  0.076
H  -0.5468  2.8194  -1.7172  0.120
H  -2.7990  3.5629  -2.3823  0.132
H  -4.5541  3.8001  -0.6469  0.138
H  -4.0948  3.2701  1.6961  0.139
H  -2.8251  2.1055  3.2809  0.103
H  -1.4818  3.2382  3.3718  0.102
H  -1.1773  1.5491  2.9975  0.064
H  2.6930  4.4352  0.2329  0.118
H  4.1765  4.6747  -1.7316  0.128
H  4.1158  2.9901  -3.5341  0.130
H  2.6170  1.0436  -3.3953  0.133
H  1.5074  -0.4572  -1.4413  0.044
H  0.1578  0.3770  -2.1702  0.062
C  2.9781  -2.3597  3.5108  0.027
C  2.1239  -2.8076  2.3884  -0.280
N  1.9780  -4.0131  1.9553  0.182
N  1.1031  -3.9325  0.9075  0.089
C  0.6945  -2.6955  0.6683  -0.631
S  -0.3458  -2.0208  -0.4893  0.813
N  1.3343  -1.9631  1.6029  -0.057
N  1.1762  -0.5657  1.6526  0.021
H  3.4442  -3.2349  3.9572  0.110
H  2.3915  -1.8549  4.2812  0.097
H  3.7674  -1.6912  3.1617  0.100
H  0.8718  -4.7711  0.3929  0.188
H  0.9804  -0.2948  2.6174  0.118
H  2.0727  -0.1553  1.3868  0.126
C  -3.9506  -0.0673  -3.3699  -0.056
C  -2.8930  -1.0291  -2.8594  -0.227
N  -3.3811  -1.8435  -1.7316  0.044
C  -3.2840  -1.5495  -0.4544  -0.731
S  -2.6117  0.0150  0.0712  0.770
N  -3.7774  -2.3275  0.4885  0.028
C  -4.5465  -3.5642  0.2562  -0.194
C  -6.0185  -3.2996  -0.0200  -0.054
H  -3.5452  0.5159  -4.1963  0.092
H  -4.2706  0.6168  -2.5830  0.064
H  -4.8244  -0.6016  -3.7417  0.091
H  -1.9957  -0.5065  -2.5294  0.064
H  -2.5922  -1.7336  -3.6334  0.136
H  -3.9202  -2.6633  -1.9793  0.152
H  -3.7690  -1.9482  1.4235  0.139
H  -4.4163  -4.1764  1.1463  0.131
H  -4.0662  -4.1089  -0.5592  0.121
H  -6.4699  -2.7285  0.7906  0.089
H  -6.5493  -4.2471  -0.0983  0.096
H  -6.1738  -2.7520  -0.9508  0.077

Calculated values
LUMO energy: -10.06 eV
2S+1: 1
Calculated total energy: -73147.1570 eV
Net charge: +3
Frontier orbital gap: 6.849 eV
ΔE to the lowest compared entry with this formula, charge and spin: 0.000 eV
E_HOMO: -16.905 eV